No. 1
Computed, not measured: 14 unconnected molecules or ions with the total composition C70H182N14O21 at a distorted geometry, with the ωB97M-V functional and the def2-TZVPD basis.

LUMO level in eV: 0.53
Highest occupied orbital energy in eV: -8.344
ΔE to the lowest compared entry with this formula, charge and spin in kJ/mol: 109.59
Orbital gap in Eh: 0.32627
F_max in Eh/bohr: 0.046

ORCA input file:
```
! RIJCOSX wB97M-V def2-TZVPD def2/J DEFGRID3
* xyz 0 1
C -3.473 8.301 -0.898
C -2.709 7.762 -2.102
C -2.348 6.307 -1.964
O -1.381 6.164 -0.933
C -0.961 4.844 -0.721
N -3.578 7.842 -3.283
H -2.873 8.130 0.003
H -4.441 7.805 -0.817
H -3.612 9.383 -0.929
H -1.832 8.389 -2.270
H -1.932 5.940 -2.909
H -3.181 5.643 -1.689
H -0.561 4.376 -1.627
H -1.794 4.251 -0.320
H -0.172 4.849 0.030
H -4.119 8.701 -3.308
H -4.339 7.167 -3.231
C 1.003 -3.705 -7.534
C 1.332 -3.533 -6.023
C 0.101 -3.773 -5.167
O -0.948 -2.934 -5.663
C -2.176 -3.428 -5.147
N 2.379 -4.478 -5.663
H 1.836 -3.975 -8.176
H 0.331 -2.918 -7.883
H 0.319 -4.564 -7.612
H 1.664 -2.504 -5.863
H 0.291 -3.564 -4.113
H -0.156 -4.824 -5.347
H -3.041 -2.956 -5.609
H -2.266 -3.183 -4.082
H -2.195 -4.516 -5.231
H 2.065 -5.442 -5.750
H 3.142 -4.459 -6.330
C -2.530 4.866 7.405
C -1.548 3.867 6.787
C -1.530 2.496 7.488
O -1.115 2.535 8.839
C 0.231 2.867 9.015
N -1.987 3.619 5.412
H -2.183 4.975 8.438
H -3.512 4.398 7.442
H -2.506 5.825 6.894
H -0.527 4.271 6.723
H -0.885 1.848 6.879
H -2.511 2.029 7.403
H 0.535 2.633 10.042
H 0.430 3.940 8.936
H 0.936 2.241 8.457
H -1.147 3.258 4.950
H -2.095 4.499 4.883
C -2.684 -8.861 -4.553
C -1.543 -7.975 -4.079
C -1.970 -7.094 -2.888
O -3.194 -6.438 -3.134
C -3.607 -5.482 -2.186
N -0.353 -8.790 -3.806
H -2.428 -9.301 -5.521
H -3.594 -8.318 -4.817
H -2.985 -9.650 -3.862
H -1.251 -7.349 -4.929
H -1.203 -6.336 -2.692
H -2.200 -7.800 -2.078
H -3.841 -5.899 -1.204
H -4.465 -4.955 -2.601
H -2.805 -4.733 -2.150
H 0.201 -8.261 -3.133
H -0.653 -9.625 -3.307
C -1.520 1.151 -4.517
C -0.563 0.758 -5.626
C 0.776 0.236 -5.103
O 1.242 0.980 -3.985
C 2.565 0.573 -3.719
N -1.157 -0.260 -6.523
H -1.090 1.837 -3.786
H -1.889 0.256 -4.004
H -2.450 1.586 -4.871
H -0.315 1.667 -6.185
H 1.482 0.154 -5.933
H 0.575 -0.779 -4.725
H 2.574 -0.440 -3.291
H 3.025 1.234 -2.984
H 3.214 0.527 -4.598
H -1.069 -1.181 -6.077
H -2.160 -0.075 -6.479
C 6.521 -0.921 2.275
C 6.514 0.591 2.022
C 5.134 1.137 1.615
O 4.689 0.331 0.541
C 3.305 0.448 0.309
N 7.031 1.200 3.278
H 7.556 -1.245 2.395
H 6.157 -1.489 1.417
H 5.944 -1.192 3.157
H 7.197 0.961 1.255
H 5.371 2.148 1.265
H 4.475 1.075 2.486
H 2.773 -0.123 1.081
H 2.940 -0.059 -0.588
H 3.002 1.495 0.282
H 7.566 2.028 3.028
H 6.263 1.612 3.830
C -2.432 0.051 4.698
C -2.811 -0.619 3.356
C -1.916 -1.790 2.943
O -0.601 -1.328 2.733
C 0.349 -2.304 2.373
N -4.220 -1.012 3.339
H -1.359 0.237 4.595
H -2.730 -0.608 5.512
H -2.924 1.016 4.818
H -2.746 0.034 2.478
H -2.319 -2.259 2.040
H -1.874 -2.560 3.726
H 0.473 -3.090 3.125
H 1.328 -1.831 2.277
H 0.132 -2.721 1.388
H -4.781 -0.260 3.726
H -4.403 -1.778 3.983
C -0.821 6.521 4.223
O -2.024 5.902 3.772
C -2.226 6.064 2.368
C -3.362 5.152 1.915
N -3.094 3.757 2.247
C -4.229 2.875 2.012
C -4.667 2.841 0.529
O -5.423 3.965 0.191
C -5.858 3.905 -1.152
H -0.670 6.276 5.272
H -0.924 7.602 4.107
H -0.012 6.124 3.603
H -1.306 5.733 1.876
H -2.451 7.095 2.089
H -3.504 5.257 0.840
H -4.314 5.472 2.364
H -2.772 3.752 3.208
H -5.130 2.944 2.638
H -3.872 1.870 2.260
H -5.242 1.904 0.505
H -3.766 2.666 -0.070
H -5.016 3.707 -1.824
H -6.297 4.857 -1.449
H -6.624 3.131 -1.267
C -0.778 -2.267 -1.818
O -0.695 -1.432 -0.695
C -0.482 -0.074 -1.015
C -0.865 0.951 0.066
N 0.188 0.998 1.078
C -0.084 2.093 1.980
C 0.922 1.982 3.133
O 0.626 2.931 4.150
C 1.731 2.917 5.060
H 0.203 -2.289 -2.310
H -1.492 -1.871 -2.551
H -1.074 -3.269 -1.514
H -1.153 0.187 -1.845
H 0.530 0.141 -1.369
H -1.805 0.610 0.522
H -1.054 1.875 -0.477
H 0.107 0.140 1.616
H -1.068 2.012 2.463
H 0.070 3.075 1.534
H 1.931 2.093 2.723
H 0.831 0.979 3.568
H 2.637 3.252 4.553
H 1.782 1.940 5.546
H 1.515 3.625 5.864
C 6.716 4.935 -4.196
O 5.988 5.471 -3.111
C 5.556 6.811 -3.319
C 4.401 7.109 -2.357
N 3.144 6.406 -2.584
C 3.172 4.958 -2.474
C 3.461 4.474 -1.040
O 2.580 5.125 -0.141
C 2.629 4.446 1.110
H 6.047 4.572 -4.984
H 7.283 4.080 -3.834
H 7.378 5.664 -4.669
H 5.298 6.890 -4.382
H 6.383 7.517 -3.192
H 4.187 8.177 -2.385
H 4.789 6.862 -1.359
H 2.453 6.826 -1.980
H 3.898 4.547 -3.167
H 2.163 4.584 -2.671
H 4.503 4.708 -0.794
H 3.356 3.384 -1.045
H 3.660 4.387 1.475
H 2.163 3.464 1.047
H 2.102 5.082 1.824
C -4.372 0.684 -1.878
O -4.493 0.711 -3.300
C -4.703 -0.568 -3.890
C -5.447 -0.268 -5.195
N -4.538 0.488 -6.076
C -5.156 1.166 -7.202
C -4.064 1.899 -7.963
O -3.395 2.809 -7.113
C -2.425 3.579 -7.790
H -5.309 0.249 -1.511
H -4.400 1.716 -1.534
H -3.513 0.083 -1.572
H -5.304 -1.220 -3.249
H -3.693 -0.964 -4.035
H -6.341 0.345 -5.036
H -5.717 -1.194 -5.707
H -4.095 1.191 -5.500
H -5.973 1.831 -6.883
H -5.687 0.468 -7.856
H -4.521 2.430 -8.809
H -3.275 1.234 -8.331
H -2.020 4.305 -7.087
H -2.948 4.117 -8.586
H -1.579 2.982 -8.144
C 3.517 -3.477 -2.725
O 3.773 -4.073 -1.474
C 3.373 -3.255 -0.390
C 3.395 -4.094 0.865
N 4.755 -4.361 1.309
C 4.702 -5.401 2.363
C 6.081 -5.739 2.912
O 5.905 -6.834 3.799
C 7.149 -7.321 4.235
H 3.959 -4.085 -3.513
H 3.899 -2.464 -2.873
H 2.449 -3.545 -2.959
H 2.346 -2.877 -0.511
H 4.012 -2.366 -0.314
H 2.851 -5.004 0.575
H 2.813 -3.570 1.627
H 5.433 -4.458 0.572
H 4.240 -6.252 1.856
H 4.064 -4.997 3.147
H 6.531 -4.870 3.397
H 6.694 -6.052 2.059
H 7.048 -8.044 5.043
H 7.878 -6.542 4.476
H 7.640 -7.915 3.449
C 5.365 4.087 4.234
O 5.253 2.818 4.846
C 4.760 2.969 6.179
C 4.785 1.640 6.924
N 3.699 0.701 6.661
C 3.690 0.174 5.304
C 2.332 -0.538 5.060
O 2.370 -1.870 5.556
C 3.173 -2.696 4.735
H 4.377 4.565 4.224
H 5.688 4.022 3.198
H 6.014 4.773 4.788
H 3.792 3.478 6.209
H 5.491 3.633 6.655
H 4.991 1.776 7.985
H 5.708 1.160 6.556
H 3.824 -0.103 7.268
H 4.535 -0.463 5.029
H 3.726 1.025 4.620
H 2.125 -0.490 3.985
H 1.536 -0.012 5.580
H 2.990 -2.533 3.671
H 3.126 -3.761 4.961
H 4.228 -2.476 4.931
C -6.800 -7.604 -1.966
O -7.225 -7.903 -0.662
C -6.284 -7.503 0.325
C -4.915 -8.181 0.334
N -4.054 -7.476 1.272
C -2.654 -7.893 1.129
C -1.785 -7.105 2.142
O -0.685 -6.480 1.503
C -1.001 -5.262 0.860
H -6.450 -6.574 -2.099
H -7.716 -7.614 -2.565
H -6.121 -8.355 -2.375
H -6.756 -7.553 1.307
H -6.060 -6.438 0.185
H -4.581 -8.176 -0.706
H -5.009 -9.225 0.663
H -4.361 -7.648 2.220
H -2.321 -7.805 0.097
H -2.544 -8.954 1.397
H -1.346 -7.789 2.869
H -2.362 -6.349 2.684
H -0.039 -4.883 0.507
H -1.378 -4.512 1.556
H -1.604 -5.323 -0.050
*
```

No. 2
Computed, not measured: a molecular structure, C70H51CoN4O2PSi at a distorted geometry, with the ωB97M-V functional and the def2-TZVPD basis.

<S²>: 4.03
LUMO level (spin up / spin down) in eV: 3.91 / 3.91
Highest occupied orbital energy (spin up / spin down) in eV: -0.297 / -0.940
Orbital gap (spin up / spin down) in Eh: 0.15470 / 0.17834
F_max in Eh/bohr: 0.024

ORCA input file:
```
! RIJCOSX wB97M-V def2-TZVPD def2/J DEFGRID3
* xyz -2 4
Co 0.199 0.097 -0.745
C -5.818 2.465 -4.313
C -5.133 3.245 -3.394
C -4.049 2.721 -2.703
C -3.630 1.409 -2.907
C -4.307 0.647 -3.864
C -5.392 1.166 -4.552
C -2.395 0.844 -2.256
C -2.522 -0.549 -1.675
C -3.500 -1.544 -1.755
C -2.931 -2.701 -1.207
C -1.621 -2.362 -0.802
C -0.603 -3.172 -0.226
C -0.781 -4.640 -0.321
C -0.062 -5.365 -1.274
C -0.236 -6.734 -1.412
C -1.130 -7.411 -0.592
C -1.845 -6.703 0.363
C -1.673 -5.332 0.497
C 0.562 -2.684 0.411
N 0.868 -1.353 0.697
C 1.919 -1.395 1.573
C 2.402 -0.174 2.359
C 3.359 -0.598 3.448
C 4.728 -0.666 3.181
C 5.624 -1.069 4.159
C 5.171 -1.415 5.426
C 3.814 -1.352 5.703
C 2.920 -0.946 4.723
C 3.014 0.785 1.358
C 2.770 2.111 1.266
C 2.687 2.377 -0.208
C 3.353 1.085 -0.776
N 3.599 0.246 0.212
C 3.529 0.907 -2.161
C 2.225 1.239 -2.796
C 1.744 2.327 -3.444
C 0.257 2.365 -3.251
C 0.038 1.007 -2.544
N 1.191 0.330 -2.462
C 4.527 0.138 -2.824
C 4.508 -0.019 -4.232
C 5.507 -0.703 -4.897
C 6.569 -1.275 -4.200
C 6.600 -1.142 -2.814
C 5.613 -0.455 -2.137
C 2.334 -2.705 1.808
C 1.488 -3.526 1.075
N -1.398 -1.057 -1.106
H -6.669 2.873 -4.846
H -5.436 4.271 -3.220
H -3.517 3.340 -1.993
H -3.959 -0.354 -4.078
H -5.900 0.554 -5.288
H -4.498 -1.435 -2.155
H -3.411 -3.661 -1.088
H 0.632 -4.834 -1.913
H 0.323 -7.277 -2.165
H -1.268 -8.481 -0.699
H -2.537 -7.227 1.014
H -2.232 -4.782 1.245
H 5.075 -0.405 2.188
H 6.682 -1.121 3.933
H 5.872 -1.731 6.190
H 3.453 -1.624 6.688
H 1.862 -0.885 4.959
H 2.270 2.741 1.991
H 3.093 3.290 -0.628
H 2.334 3.173 -3.767
H -0.007 3.323 -2.802
H 3.686 0.413 -4.790
H 5.463 -0.796 -5.977
H 7.348 -1.814 -4.726
H 7.413 -1.595 -2.254
H 5.633 -0.371 -1.057
H 3.136 -3.005 2.466
H 1.506 -4.604 1.025
O 1.102 4.601 -0.837
C 0.579 3.528 -0.637
O 1.227 2.396 -0.413
C -0.924 3.377 -0.499
P -1.674 1.645 -0.595
C -3.245 2.083 0.297
C -4.228 1.097 0.481
C -5.366 1.321 1.234
C -5.564 2.535 1.878
C -4.596 3.515 1.737
C -3.462 3.294 0.969
C -1.240 0.700 -3.328
C -0.910 1.943 -4.213
C -0.470 1.671 -5.610
C -0.422 0.442 -6.119
C -0.864 -0.707 -5.339
C -1.262 -0.598 -4.070
H -1.422 4.162 -1.066
H -1.071 3.580 0.567
H -4.091 0.127 0.032
H -6.103 0.531 1.329
H -6.444 2.707 2.484
H -4.722 4.472 2.232
H -2.763 4.114 0.882
H -1.701 2.700 -4.207
H -0.141 2.533 -6.182
H -0.060 0.277 -7.128
H -0.858 -1.680 -5.816
H -1.562 -1.489 -3.532
C 1.152 4.064 6.083
C -0.085 3.681 5.581
C -0.171 2.626 4.687
C 0.964 1.923 4.267
C 2.196 2.325 4.783
C 2.291 3.380 5.680
Si 0.730 0.608 2.914
C -0.638 -0.621 3.379
C -0.422 -1.947 3.759
C -1.479 -2.825 3.941
C -2.786 -2.390 3.773
C -3.026 -1.075 3.404
C -1.962 -0.210 3.198
H 1.227 4.895 6.775
H -0.981 4.217 5.873
H -1.140 2.339 4.292
H 3.100 1.817 4.467
H 3.260 3.681 6.061
H 0.100 1.383 1.831
H 0.589 -2.318 3.862
H -1.280 -3.860 4.194
H -3.613 -3.078 3.910
H -4.041 -0.727 3.251
H -2.172 0.795 2.843
*
```